Record 1
Here is a 15-piece molecular cluster, C3H36NO15 overall at a distorted geometry from the Open Molecules 2025 dataset. Energies are from wB97M-V/def2-TZVPD.

Geometry as XYZ:
```
55
Properties=species:S:1:pos:R:3:mulliken_charge:R:1
O 0.4472 0.8820 0.3831 -0.621
C 0.5983 0.9005 1.5848 -0.226
C 0.1668 -0.4131 2.3261 -0.709
N -0.8095 -1.0335 1.3150 0.315
C -1.2163 -2.3418 1.8683 -1.068
H 0.9243 1.7718 2.1375 0.707
H 1.0821 -0.9941 2.4037 0.320
H -0.4162 -0.2099 3.2052 0.636
H -1.5028 -0.3208 1.0530 0.219
H -0.3738 1.1769 -2.6225 0.290
H -0.5157 -3.1297 1.5971 0.347
H -2.2185 -2.5611 1.4798 0.392
H -1.2615 -2.2667 2.9505 0.346
H 4.2694 -1.4230 0.4290 0.304
H 4.0697 -2.8554 0.3153 0.309
O 3.9223 -2.0575 -0.2122 -0.679
H -4.1219 0.4608 1.6891 0.301
H -3.7711 -0.9867 1.0597 0.270
O -3.7340 -0.4059 1.8267 -0.640
H -2.2695 3.2462 -2.0656 0.405
H -2.7325 2.2252 -1.3223 0.210
O -3.0633 3.1217 -1.5091 -0.656
H -1.5124 1.5555 4.3780 0.285
H -1.3432 2.1886 3.0176 0.309
O -0.8902 1.5984 3.6400 -0.627
H 3.8990 1.1391 2.0109 0.269
H 3.2929 2.2015 1.0289 0.312
O 3.1235 1.6619 1.8084 -0.575
H -1.6531 0.8507 -3.5170 0.249
H -0.3436 -1.0471 0.3779 0.495
O -1.3180 1.3035 -2.7499 -0.513
H 2.0831 3.4151 -3.2490 0.338
H 3.5412 3.3365 -2.6259 0.300
O 2.7726 2.8396 -2.9082 -0.611
H -0.3315 4.3979 -3.0111 0.316
H 0.1980 2.9420 -2.4287 0.256
O -0.0127 3.8584 -2.2917 -0.626
H -0.4065 -3.2630 -0.6289 0.220
H -0.3483 -2.3517 -1.9298 0.260
O -0.6062 -2.4072 -0.9984 -0.517
H 1.5519 -3.1137 3.7946 0.296
H 2.9498 -3.0868 3.3683 0.260
O 2.0766 -2.8452 3.0309 -0.578
H -2.5298 2.8966 0.5992 0.334
H -3.5286 3.3028 1.7578 0.271
O -2.8647 2.6688 1.4731 -0.556
H 3.7078 -3.9608 -2.1326 0.278
H 3.7179 -2.5600 -1.8637 0.449
O 3.4689 -3.1612 -2.6040 -0.710
H -3.4613 -1.4762 -1.5814 0.311
H -2.9276 -0.1082 -1.4953 0.222
O -3.5428 -0.6865 -1.0294 -0.543
H 1.1413 -2.8657 -4.3180 0.295
H 1.8033 -3.4144 -3.0167 0.435
O 1.0082 -3.4539 -3.5697 -0.679
```

Values from the calculation:
HOMO   -13.099 eV
Energy   -1318.97702 hartree
Charge   +1
Frontier orbital gap   10.40 eV
E_LUMO   -2.695 eV

Record 2
Here is a 2-piece molecular cluster, C9H14O overall at a distorted geometry from the Open Molecules 2025 dataset. Energies are from wB97M-V/def2-TZVPD.

Geometry as XYZ:
```
24
Properties=species:S:1:pos:R:3:mulliken_charge:R:1
C -0.6954 -0.8619 -1.5719 -0.999
C -0.6320 0.6292 -1.5423 0.305
C -1.5197 1.3695 -2.3516 -0.147
C -1.7499 2.7196 -2.2356 -0.663
C -0.9632 3.4335 -1.3427 -0.234
C 0.0615 2.8016 -0.6646 -0.602
C 0.1650 1.4004 -0.6865 -0.140
H -0.3522 -1.3378 -2.4914 0.332
H -1.7433 -1.1595 -1.4598 0.352
H -0.4315 -1.3912 -0.6457 0.061
H -1.9975 0.8390 -3.1647 0.347
H -2.5303 3.1911 -2.8090 0.375
H -1.1152 4.4835 -1.1367 0.351
H 0.7797 3.3928 -0.1103 0.375
H 0.8250 0.8997 0.0068 0.340
C 2.1449 -2.5523 2.2320 -1.059
C 0.8526 -1.6879 2.1832 -0.001
O -0.0020 -2.0481 3.3060 -0.550
H 1.7743 -3.5004 2.6415 0.278
H 2.7766 -2.2576 3.0815 0.329
H 2.7830 -2.7299 1.3632 0.315
H 0.8861 -0.6331 2.4080 0.251
H 0.3665 -2.1358 1.3208 0.110
H 0.3168 -2.8642 3.6695 0.276
```

Values from the calculation:
HOMO   -8.964 eV
Energy   -426.51763 hartree
Frontier orbital gap   9.87 eV
E_LUMO   0.908 eV

Record 3
Here is an isolated ion of composition C4H6N and charge +1 at a distorted geometry from the Open Molecules 2025 dataset. Energies are from wB97M-V/def2-TZVPD.

Geometry as XYZ:
```
11
Properties=species:S:1:pos:R:3:mulliken_charge:R:1
C 0.3878 -0.5640 0.5356 0.445
C 0.6125 -0.4843 1.8196 -0.495
C -0.2160 0.6002 -0.4310 -0.201
C -0.2116 -0.4998 -1.4922 -0.428
N 0.3069 -1.3341 -0.4866 -0.174
H -0.2398 -0.9019 2.4558 0.289
H 1.3266 -0.0474 2.3639 0.380
H -1.3320 0.6654 -0.2467 0.251
H 0.3614 1.5007 -0.4142 0.372
H -1.1233 -0.8740 -1.8566 0.296
H 0.5982 -0.4749 -2.3325 0.265
```

Values from the calculation:
HOMO (alpha / beta)   -15.223 / -16.002 eV
Energy   -210.29743 hartree
Charge   +1
Frontier orbital gap (alpha / beta)   7.34 / 8.91 eV
E_LUMO (alpha / beta)   -7.882 / -7.089 eV

Record 4
Here is the molecule HN4P at a distorted geometry from the Open Molecules 2025 dataset. Energies are from wB97M-V/def2-TZVPD.

Geometry as XYZ:
```
6
Properties=species:S:1:pos:R:3:mulliken_charge:R:1
N -1.1594 -0.4108 -0.8026 -0.065
N -1.1609 -0.5920 0.5734 -0.078
N -0.0576 -0.3777 1.1526 -0.133
P 1.1251 0.0717 -0.0891 0.267
N -0.0802 -0.0116 -1.2624 -0.121
H 1.3330 1.3203 0.4281 0.129
```

Values from the calculation:
HOMO   -10.300 eV
Energy   -560.86729 hartree
Frontier orbital gap   8.83 eV
E_LUMO   -1.472 eV

Record 5
Here is C20H32BGdN13O3 as an isolated structure at a distorted geometry from the Open Molecules 2025 dataset. Energies are from wB97M-V/def2-TZVPD.

Geometry as XYZ:
```
70
Properties=species:S:1:pos:R:3:mulliken_charge:R:1
Gd -0.0948 0.0600 -0.7579 0.978
C 2.3561 -0.1882 -3.7733 -1.263
C 2.5473 0.9028 -2.7829 0.512
C 3.3960 2.0102 -2.8953 -1.541
C 3.2320 2.7050 -1.7224 -0.260
N 2.3318 2.0581 -0.9526 1.426
N 1.9020 0.9462 -1.6102 -0.176
B 2.0310 2.3621 0.5486 -0.556
N 0.5751 2.8506 0.7630 1.491
C 0.1260 4.0275 1.2315 -0.049
C -1.2304 3.9281 1.4489 -1.687
C -1.5565 2.6143 1.1037 0.539
C -2.8800 1.9376 1.1907 -1.515
N -0.4609 1.9673 0.6836 -0.239
N 2.1617 1.0588 1.3764 0.921
C 2.7573 0.8841 2.5692 -0.148
C 2.6211 -0.4336 2.9427 -1.579
C 1.8992 -1.0282 1.9038 0.362
C 1.5512 -2.4668 1.7273 -1.174
N 1.6065 -0.1146 0.9721 -0.116
N 3.0472 3.4144 0.9685 0.460
C 4.3752 3.2182 1.2263 -0.443
C 5.0007 4.4332 1.1815 -1.151
C 3.9650 5.3699 0.8992 0.709
C 4.0925 6.8237 0.7152 -1.291
N 2.8209 4.7123 0.7735 -1.179
H 3.1896 -0.1912 -4.4707 0.460
H 2.2942 -1.1579 -3.2784 0.244
H 1.4405 -0.0450 -4.3489 0.240
H 4.0445 2.2501 -3.7120 0.549
H 3.7056 3.6143 -1.4182 0.516
H 0.7922 4.8560 1.3637 0.737
H -1.8865 4.6849 1.8252 0.540
H -3.6789 2.6365 0.9551 0.422
H -2.9140 1.1015 0.4861 0.324
H -3.0517 1.5911 2.2097 0.322
H 3.2334 1.6879 3.0916 0.716
H 2.9931 -0.9075 3.8257 0.535
H 2.4704 -3.0295 1.5629 0.370
H 1.0897 -2.8744 2.6257 0.382
H 0.8891 -2.6019 0.8653 0.052
H 4.7842 2.2387 1.3677 0.622
H 6.0300 4.6603 1.3666 0.494
H 4.9131 7.2085 1.3170 0.383
H 4.3339 7.0429 -0.3290 0.256
H 3.1665 7.3356 0.9599 0.336
N -1.6826 -1.3141 1.5215 -0.414
N -2.2622 -2.4902 1.0062 -0.256
C -2.0461 -2.8328 -0.2745 0.668
N -2.6207 -3.8897 -0.8125 -0.298
N -1.1564 -2.0368 -0.8895 -0.234
N -0.9942 -2.0268 -2.1894 1.094
O -1.6392 -2.7187 -2.9260 -0.742
O -0.1179 -1.2641 -2.5770 -0.516
H -1.1246 -1.5288 2.3495 0.311
H -2.4134 -0.6530 1.7941 0.270
H -2.8763 -3.0583 1.5827 0.170
H -3.2701 -4.4711 -0.3071 0.209
H -2.4690 -4.0669 -1.8051 0.216
C -3.1271 2.7753 -2.1844 -1.359
C -1.9914 1.8016 -2.5751 0.721
C -0.6579 2.5564 -2.7189 -1.151
O -1.8981 0.7271 -1.7390 -0.524
H -3.2007 3.5691 -2.9206 0.465
H -2.8949 3.2111 -1.2154 0.188
H -4.0779 2.2531 -2.1315 0.362
H -2.2775 1.4133 -3.5810 0.409
H -0.3244 2.8889 -1.7278 0.221
H -0.7783 3.4420 -3.3375 0.597
H 0.0868 1.9101 -3.1937 0.062
```

Values from the calculation:
<S²>   12.324
HOMO (alpha / beta)   -13.490 / -13.495 eV
Energy   -2508.75018 hartree
Charge   +2
Frontier orbital gap (alpha / beta)   3.55 / 3.65 eV
E_LUMO (alpha / beta)   -9.940 / -9.841 eV
2S+1   7

Record 6
Here is C29H52N6O7S2 as an isolated structure at a distorted geometry from the Open Molecules 2025 dataset. Energies are from wB97M-V/def2-TZVPD.

Geometry as XYZ:
```
96
Properties=species:S:1:pos:R:3:mulliken_charge:R:1
C 1.3966 -1.2245 3.3952 -1.632
C 0.1444 -0.4742 3.0914 1.777
O -0.4329 -0.7066 2.0266 -0.269
C -0.5983 0.2587 4.1496 -2.371
H 1.4675 -1.5700 4.4265 0.549
H 2.1889 -0.4777 3.3429 0.308
H 1.5936 -2.0499 2.7111 0.220
H -1.2168 1.1104 3.8665 0.077
H 0.1693 0.4956 4.8863 0.587
H -1.1949 -0.5074 4.6448 0.406
C -3.7726 3.0894 -1.7451 -1.328
C -3.2344 2.7129 -0.3305 -0.078
O -2.8919 3.5164 0.5475 -0.632
C -3.1201 1.2153 -0.0115 -0.383
H -3.0671 2.8050 -2.5258 0.183
H -3.6826 4.1751 -1.7803 0.507
H -4.7817 2.7035 -1.8893 0.324
H -2.1540 0.9675 0.4282 -0.053
H -3.1766 0.7090 -0.9751 0.261
H -4.0102 0.8626 0.5094 1.036
C 0.2093 -4.5481 -0.4986 -2.116
C 0.7311 -3.4194 -1.3679 1.544
O 0.2398 -2.3076 -1.4178 -0.704
C 2.0528 -3.6935 -2.0464 -1.713
H -0.5970 -4.1612 0.1244 0.123
H 1.0156 -4.8699 0.1605 0.404
H 0.0040 -5.4423 -1.0871 0.442
H 2.9842 -3.4894 -1.5183 0.217
H 1.9757 -3.0623 -2.9317 0.452
H 2.1153 -4.7542 -2.2896 0.561
C 3.8120 -1.2718 -2.3847 0.807
C 4.9552 -1.5445 -1.5046 -0.018
N 5.8574 -1.7085 -0.7678 -0.522
H 3.6435 -0.1973 -2.4564 0.372
H 2.8837 -1.6492 -1.9559 -0.910
H 4.1227 -1.6673 -3.3517 0.419
C -0.6494 -2.9170 1.6159 -0.961
C -1.6331 -3.0610 0.5688 0.473
N -2.4258 -3.1610 -0.2464 -0.627
H -1.0053 -2.3662 2.4866 0.315
H 0.1866 -2.3126 1.2640 0.672
H -0.0957 -3.8230 1.8622 0.705
C 1.2234 -0.3383 0.0971 -0.125
C -0.1994 -0.0396 -0.0906 2.623
N -1.3213 0.1791 -0.1876 0.824
H 1.6738 -0.8731 -0.7391 0.217
H 1.2264 -1.0255 0.9432 -0.499
H 1.8205 0.5251 0.3907 -0.695
C -3.1006 -0.5412 1.4518 -1.051
C -3.1264 -1.7443 2.2850 -0.552
N -3.1606 -2.6915 2.9323 -0.708
H -2.0769 -0.2057 1.2856 1.264
H -3.6129 0.2796 1.9537 0.709
H -3.6456 -0.5937 0.5093 0.834
C -1.8027 -1.6486 -1.8355 -0.127
C -2.2799 -0.3092 -2.2704 0.279
N -2.5845 0.7209 -2.6422 -0.712
H -1.0078 -1.5736 -1.0935 -1.799
H -1.3054 -2.1310 -2.6769 0.909
H -2.6288 -2.2401 -1.4407 0.447
C 3.6825 2.3702 0.9061 0.129
C 3.5662 3.5624 1.7856 0.581
N 3.4402 4.4615 2.4978 -0.643
H 2.7269 2.1465 0.4319 -0.302
H 3.9824 1.5735 1.5868 0.088
H 4.3306 2.5640 0.0514 0.499
C 0.4705 1.2338 -2.8280 -0.836
C 0.9057 -0.1598 -2.4386 1.647
C 1.1466 -0.9205 -3.7619 -1.158
S -0.1221 -0.3570 -4.9471 1.064
O -1.3854 -1.1358 -4.8213 -0.618
O 0.4497 -0.1692 -6.2614 -0.762
C -0.4557 1.2312 -3.9997 -0.924
H 1.3473 1.8467 -3.0373 0.603
H -0.0067 1.7338 -1.9851 -0.408
H 0.0688 -0.6269 -1.9194 -0.115
H 1.7095 -0.1378 -1.7027 -0.033
H 1.1591 -2.0048 -3.6508 -0.150
H 2.1213 -0.5374 -4.0641 0.658
H -1.5070 1.2443 -3.7121 0.327
H -0.2826 2.1286 -4.5937 0.611
C -0.3444 3.0882 3.7540 -0.274
C -1.3691 2.6214 2.7024 -2.368
C -0.7012 2.0296 1.4948 1.557
S 1.0232 2.5993 1.4082 1.008
O 1.3215 3.5168 0.2830 -0.794
O 1.9172 1.4293 1.7276 -0.520
C 0.8649 3.6287 2.9193 -1.377
H 0.0910 2.2744 4.3338 0.000
H -0.8132 3.7576 4.4753 0.533
H -1.8296 3.5614 2.3982 0.712
H -2.1683 2.0019 3.1094 0.539
H -1.1197 2.2828 0.5207 0.601
H -0.7761 0.9422 1.4890 -2.305
H 0.6235 4.6181 2.5307 0.414
H 1.8326 3.6681 3.4193 0.755
```

Values from the calculation:
HOMO   -8.918 eV
Energy   -2786.87821 hartree
Frontier orbital gap   8.75 eV
E_LUMO   -0.171 eV

Record 7
Here is the molecule C2H3FIN at a distorted geometry from the Open Molecules 2025 dataset. Energies are from wB97M-V/def2-TZVPD.

Geometry as XYZ:
```
8
Properties=species:S:1:pos:R:3:mulliken_charge:R:1
C 0.4149 -0.6224 -0.0624 0.237
C -0.6203 0.7006 0.1819 -0.295
N 0.2072 -1.8294 0.1934 -0.443
F -2.0493 1.1139 -0.0737 -0.310
I 2.4422 0.2702 -0.0561 0.091
H -0.0404 1.4988 -0.2997 0.205
H -0.7032 0.7802 1.2469 0.256
H 0.9786 -2.4407 0.4048 0.259
```

Values from the calculation:
<S²>   2.009
HOMO (alpha / beta)   -6.239 / -10.002 eV
Energy   -530.09322 hartree
Frontier orbital gap (alpha / beta)   6.58 / 5.91 eV
E_LUMO (alpha / beta)   0.338 / -4.090 eV
2S+1   3

Record 8
Here is a 3-piece molecular cluster, C9H23N5O overall at a distorted geometry from the Open Molecules 2025 dataset. Energies are from wB97M-V/def2-TZVPD.

Geometry as XYZ:
```
38
Properties=species:S:1:pos:R:3:mulliken_charge:R:1
C -1.2755 -0.3806 -0.7674 -0.848
C -0.6536 -1.5101 -0.3523 -0.858
C -0.6218 0.8757 -0.7724 0.764
C 2.1556 -2.0983 3.0441 0.544
C -0.5399 3.2381 -1.5576 -2.084
C -2.7118 2.2107 -0.9046 -1.880
C 1.2048 -0.1770 4.1243 -0.824
C -1.5159 1.4073 -3.1772 -0.999
C -1.4295 1.9228 -1.7066 1.617
N 0.4908 -1.6045 0.3407 -0.243
N 0.5144 1.0674 -0.2733 -0.820
N 2.5744 -3.1711 2.9965 -0.565
N 4.0359 -5.3187 2.6244 -0.460
N -2.3469 2.5087 -3.8079 -0.171
O 1.6268 -0.9809 2.9794 -0.352
H -2.2138 -0.5323 -1.2367 0.399
H -1.0373 -2.4467 -0.4111 0.479
H 0.5343 3.0356 -1.9279 0.434
H -0.7448 3.6330 -0.5765 0.424
H -0.9664 4.0211 -2.1004 0.668
H -3.4327 1.3225 -0.7707 0.243
H -2.5628 2.5838 0.0376 0.454
H -3.1852 2.9607 -1.4418 0.765
H 0.8403 -0.7290 4.9125 0.415
H 0.3677 0.4245 3.9693 0.316
H 2.0456 0.2646 4.5196 0.380
H -2.0973 0.5962 -3.2941 0.472
H -0.5644 1.2298 -3.4894 0.497
H 0.8944 -2.4783 0.7014 0.217
H 1.1333 -0.9384 -0.0113 0.197
H 0.9973 1.9614 -0.3524 0.198
H 3.3049 -4.8279 3.2103 0.467
H 4.7536 -4.7007 2.9725 0.370
H 4.1583 -6.2794 2.9334 0.376
H 3.8123 -5.3315 1.6394 0.338
H -2.5512 2.3175 -4.8209 0.396
H -1.7406 3.3044 -3.9635 0.325
H -3.2535 2.6197 -3.2896 0.347
```

Values from the calculation:
HOMO   -13.220 eV
Energy   -705.05370 hartree
Charge   +2
Frontier orbital gap   8.21 eV
E_LUMO   -5.015 eV

> The highest energy belongs to which entry?

C4H6N

> Which formula does entry 5 have?

C20H32BGdN13O3